1.
The following is a quantum chemistry calculation of the molecule C23H28N4O3S, from OMol25.

ORCA input file:
```
! RIJCOSX wB97M-V def2-TZVPD def2/J DEFGRID3
* xyz 0 1
H -2.15419 -0.43206 -1.71885
H 1.65566 -0.69848 -0.27334
H 4.74265 -4.47713 2.31412
H 3.11839 2.96867 0.83830
C 3.99722 -4.38749 1.54861
C 2.19603 0.81380 -1.71141
H -5.42793 -1.84999 -0.74657
H 4.50354 0.99158 1.45761
C 0.65937 -3.35756 -0.20638
H 2.59952 -1.30124 -1.63100
H 3.01254 1.01391 -2.40780
C 2.49132 -0.46655 -0.93593
C -3.12417 3.58174 -0.26598
C 3.27883 2.15601 0.12696
H -3.38627 1.55942 2.41968
C 2.87212 -4.54011 -0.45193
C 3.75787 -0.29994 -0.10366
C 3.59027 0.85930 0.87387
H -2.80387 1.18397 -1.43139
H -1.05274 1.74117 1.58069
O 0.33446 -3.46883 -1.37559
C -1.27325 -1.99057 0.31293
H 1.27874 0.70292 -2.29294
C -2.74759 2.59756 0.63964
N 0.85396 1.90052 0.04067
N -1.73799 0.42043 0.15333
H 0.90725 1.27299 0.83309
H -4.46080 0.16756 0.23468
C -2.63244 0.20687 -0.97057
C -4.47220 -1.47195 -1.06544
H 2.69781 -4.80555 -1.47860
O -0.55069 2.92228 -1.40663
C -4.34326 4.21972 -0.09233
H -2.20454 -2.34349 0.77013
H 4.13225 2.42145 -0.49990
S 2.53049 -3.57312 1.90019
H -4.66122 4.99136 -0.77594
H 0.23022 -2.54906 1.63175
O -0.17480 -0.31053 1.59627
H 2.78648 0.62236 1.57457
H -2.47265 3.84587 -1.08433
H 4.87652 -5.38287 -0.14244
C -3.63304 2.31185 1.67951
H 4.60457 -0.10223 -0.76530
C 4.04043 -4.84710 0.26937
C -1.01934 -0.55104 0.73914
H -1.35142 -2.09371 -0.77186
H 3.96931 -1.22033 0.44446
C 1.94842 -3.85451 0.28967
H -6.10932 4.30375 1.14393
C -5.14597 3.84254 0.97131
C 2.04968 2.01905 -0.77232
N -4.79801 2.90713 1.84048
C -3.94707 -0.37977 -0.54430
C -1.46840 1.80628 0.56708
N -0.15414 -2.79691 0.72860
C -0.35401 2.30270 -0.37996
H -3.97399 -2.02788 -1.84290
H 1.91940 2.92523 -1.37504
*
```

Computed properties:
Relative energy (zero: lowest compared OMol25 entry of this formula, charge and spin)   0.0 kcal per mole
Orbital gap   9.7 eV
SMILES string   C=CCN(C(=O)CNC(=O)c1cccs1)[C@@H](C(=O)NC1CCCCC1)c1cccnc1
Total energy   -1736.2213 Eh
Strongest force on any atom   0.71 eV Å⁻¹
LUMO level   0.392 eV

Here are the Mulliken charges for atoms 1 to 5, given in e: 0.573 -0.592 0.455 0.384 -0.405

=====

2.
The following is a quantum chemistry calculation of a 4-piece molecular cluster, C25H56N2O12 overall at a distorted geometry, from OMol25.

ORCA input file:
```
! RIJCOSX wB97M-V def2-TZVPD def2/J DEFGRID3
* xyz 0 1
C 1.60337 1.99248 -0.89691
O 2.02525 3.65001 0.76918
O -4.37809 2.26623 2.39362
H -0.10294 -5.55188 4.78532
H 5.08274 -0.75426 -8.29206
H 2.27786 -0.15598 -9.79478
H 1.24685 -3.21994 3.30960
H 2.08642 -0.89835 -3.88027
C 2.30079 0.49015 -1.11794
H 3.93163 5.46855 0.15399
H -0.97068 -0.29841 4.45265
H 3.89471 0.58171 -8.32666
H -0.58424 -0.94908 2.83254
H 0.54812 -1.37572 -4.65376
H 3.17372 -2.89633 -3.52961
C -6.35322 0.31135 3.71718
C 0.40648 1.98646 1.32671
C 1.80069 -0.09352 -5.86034
O 3.12737 -1.35348 -8.33560
H 4.17429 -1.31788 -5.92282
C -4.06780 -0.06974 2.99274
C 1.90223 5.52236 -1.06972
H -6.56813 -1.86626 0.49459
C -7.00524 -0.88307 0.29462
H 4.44574 0.45115 -0.34757
C 0.76704 -4.90403 4.61714
H -0.86394 1.02238 0.00088
H -8.09224 -0.96177 0.20919
H -7.04651 -1.46475 2.70977
H -3.13232 3.91646 2.54759
H -3.35258 1.64430 4.09520
H 1.52870 -3.59253 -3.70769
C -0.47489 -1.11099 3.91074
H -4.41742 -0.33308 1.99256
C -4.15168 3.60787 2.79444
H 0.91011 5.45681 0.98157
H 3.80964 6.82467 -1.26553
O -5.08402 -0.30505 3.97572
C 2.45306 -3.33078 -4.22934
H 0.53006 2.00098 -1.37161
C -1.11440 -2.44786 4.29456
H -6.92258 0.20043 4.64649
H 4.19297 -0.69723 -1.86407
H 2.27625 2.72803 -1.55073
H -6.24380 1.38233 3.53889
N 1.60711 -0.69458 -1.12335
C 3.23035 6.24654 -0.39718
H -0.85925 -2.74880 5.31254
O -0.82817 -3.49405 3.35763
C 4.11405 -0.40957 -7.91444
H 2.87173 7.00025 0.45118
C 1.16020 4.64843 0.13885
H 1.53128 -0.42501 -6.86446
H 5.09199 0.16833 -6.10151
H -3.25998 -0.76710 3.23952
N 1.63748 2.38956 0.55601
H -2.53821 1.38193 2.52504
H -8.19367 -0.09574 2.66084
C 2.72741 -1.14743 -9.68077
O 2.18684 -2.42497 -5.28745
H 2.89229 -4.23483 -4.65577
H 3.57941 -1.25818 -10.35686
O -6.65248 0.03032 1.32041
H -4.33290 3.71824 3.86824
H 0.60083 -4.63964 2.50243
H 1.15093 6.35495 -1.45151
O 1.01712 -4.10709 5.77471
H 1.01313 -4.15619 7.81673
C 1.61464 -1.20224 -4.82363
O -0.55990 0.93452 0.95193
H 2.68168 -0.15796 3.89363
C 0.81040 -4.82655 6.97911
H 1.24533 0.88739 3.77403
H 1.60677 -0.31816 2.49310
H 2.20145 4.86244 -1.99424
C 4.15883 -0.32952 -6.38635
O 0.90561 -1.09459 4.27927
O 3.11368 0.48378 -5.83818
O 0.10828 2.67861 2.46093
C -7.13829 -0.37651 2.59952
H 1.48646 -5.68388 7.03384
C 1.63932 -0.11129 3.56744
H 0.59693 -0.48389 -0.96846
C -3.49914 1.35041 3.04982
H 0.12822 4.26387 -0.24982
H 1.12073 0.72598 -5.60308
H 1.97236 -1.89673 -9.93286
C 3.94361 0.37233 -1.40198
C 0.50694 -4.01700 3.39887
H -4.85768 4.24932 2.26039
H 1.65029 -5.52494 4.44178
H -6.59752 -0.51250 -0.64799
H 4.27638 1.20033 -2.16249
H -2.20216 -2.32274 4.26468
H -0.23003 -5.15863 7.04946
*
```

Computed properties:
Orbital gap   8.9 eV
SMILES string   [H]/N=C(/C)CN(OCCC)C(=O)O.COCCOCCOC.COCCOCCOC.COCCOCCOC
Total energy   -1998.1109 Eh
Strongest force on any atom   8.89 eV Å⁻¹
LUMO level   -0.026 eV

Here are the Mulliken charges for atoms 1 to 5, given in e: -0.168 -0.320 -0.265 0.342 0.428

=====

What did the first record say?
The following is a quantum chemistry calculation of the molecule C23H28N4O3S, from OMol25.

ORCA input file:
```
! RIJCOSX wB97M-V def2-TZVPD def2/J DEFGRID3
* xyz 0 1
H -2.15419 -0.43206 -1.71885
H 1.65566 -0.69848 -0.27334
H 4.74265 -4.47713 2.31412
H 3.11839 2.96867 0.83830
C 3.99722 -4.38749 1.54861
C 2.19603 0.81380 -1.71141
H -5.42793 -1.84999 -0.74657
H 4.50354 0.99158 1.45761
C 0.65937 -3.35756 -0.20638
H 2.59952 -1.30124 -1.63100
H 3.01254 1.01391 -2.40780
C 2.49132 -0.46655 -0.93593
C -3.12417 3.58174 -0.26598
C 3.27883 2.15601 0.12696
H -3.38627 1.55942 2.41968
C 2.87212 -4.54011 -0.45193
C 3.75787 -0.29994 -0.10366
C 3.59027 0.85930 0.87387
H -2.80387 1.18397 -1.43139
H -1.05274 1.74117 1.58069
O 0.33446 -3.46883 -1.37559
C -1.27325 -1.99057 0.31293
H 1.27874 0.70292 -2.29294
C -2.74759 2.59756 0.63964
N 0.85396 1.90052 0.04067
N -1.73799 0.42043 0.15333
H 0.90725 1.27299 0.83309
H -4.46080 0.16756 0.23468
C -2.63244 0.20687 -0.97057
C -4.47220 -1.47195 -1.06544
H 2.69781 -4.80555 -1.47860
O -0.55069 2.92228 -1.40663
C -4.34326 4.21972 -0.09233
H -2.20454 -2.34349 0.77013
H 4.13225 2.42145 -0.49990
S 2.53049 -3.57312 1.90019
H -4.66122 4.99136 -0.77594
H 0.23022 -2.54906 1.63175
O -0.17480 -0.31053 1.59627
H 2.78648 0.62236 1.57457
H -2.47265 3.84587 -1.08433
H 4.87652 -5.38287 -0.14244
C -3.63304 2.31185 1.67951
H 4.60457 -0.10223 -0.76530
C 4.04043 -4.84710 0.26937
C -1.01934 -0.55104 0.73914
H -1.35142 -2.09371 -0.77186
H 3.96931 -1.22033 0.44446
C 1.94842 -3.85451 0.28967
H -6.10932 4.30375 1.14393
C -5.14597 3.84254 0.97131
C 2.04968 2.01905 -0.77232
N -4.79801 2.90713 1.84048
C -3.94707 -0.37977 -0.54430
C -1.46840 1.80628 0.56708
N -0.15414 -2.79691 0.72860
C -0.35401 2.30270 -0.37996
H -3.97399 -2.02788 -1.84290
H 1.91940 2.92523 -1.37504
*
```

Computed properties:
Relative energy (zero: lowest compared OMol25 entry of this formula, charge and spin)   0.0 kcal per mole
Orbital gap   9.7 eV
SMILES string   C=CCN(C(=O)CNC(=O)c1cccs1)[C@@H](C(=O)NC1CCCCC1)c1cccnc1
Total energy   -1736.2213 Eh
Strongest force on any atom   0.71 eV Å⁻¹
LUMO level   0.392 eV

Here are the Mulliken charges for atoms 1 to 5, given in e: 0.573 -0.592 0.455 0.384 -0.405